{"formula": "C29H29CoF3GeN4O5", "method": "ωB97M-V/def2-TZVPD", "elements": ["Co", "N", "C", "C", "O", "N", "C", "C", "O", "O", "H", "H", "H", "H", "H", "H", "F", "C", "F", "F", "O", "C", "O", "C", "C", "Ge", "C", "C", "C", "C", "C", "C", "C", "C", "C", "C", "C", "C", "C", "C", "C", "C", "C", "C", "H", "H", "H", "H", "H", "H", "H", "H", "H", "H", "H", "H", "H", "H", "H", "H", "H", "H", "H", "N", "C", "C", "N", "C", "H", "H", "H", "H"], "positions_angstrom": [[-5.064, -0.015, -14.666], [-6.264, 1.677, -15.126], [-6.256, 2.657, -14.015], [-6.465, 1.862, -12.734], [-6.985, 2.404, -11.748], [-5.984, 0.588, -12.767], [-6.465, -0.298, -11.731], [-7.666, -1.059, -12.334], [-7.952, -2.142, -11.895], [-8.375, -0.552, -13.271], [-5.763, 2.053, -15.897], [-7.257, 1.442, -15.360], [-7.151, 3.368, -14.127], [-5.281, 3.191, -13.999], [-6.775, 0.278, -10.848], [-5.643, -0.999, -11.389], [-3.012, -1.892, -14.768], [-3.742, -1.205, -13.812], [-4.221, -2.147, -12.936], [-2.921, -0.350, -13.136], [-3.351, 2.556, -15.344], [-3.274, 1.659, -16.212], [-3.925, 0.522, -16.164], [-2.222, 1.738, -17.378], [-1.668, 3.167, -17.744], [-2.981, 4.429, -18.527], [-3.749, 5.466, -17.087], [-5.039, 5.948, -17.222], [-5.655, 6.621, -16.156], [-4.987, 6.795, -14.937], [-3.713, 6.266, -14.811], [-3.147, 5.600, -15.873], [-4.299, 3.448, -19.554], [-5.166, 2.632, -18.914], [-6.198, 1.994, -19.608], [-6.249, 2.116, -20.997], [-5.278, 2.878, -21.635], [-4.361, 3.647, -20.952], [-2.211, 5.691, -19.843], [-3.058, 6.670, -20.297], [-2.647, 7.534, -21.328], [-1.333, 7.517, -21.761], [-0.473, 6.582, -21.233], [-0.909, 5.660, -20.294], [-2.646, 1.278, -18.293], [-1.470, 1.074, -17.050], [-0.967, 2.988, -18.515], [-1.194, 3.672, -16.905], [-5.641, 5.785, -18.122], [-6.685, 6.898, -16.390], [-5.411, 7.371, -14.108], [-3.093, 6.376, -13.917], [-2.163, 5.150, -15.839], [-5.041, 2.520, -17.810], [-6.862, 1.388, -19.077], [-7.074, 1.769, -21.556], [-5.344, 2.997, -22.715], [-3.689, 4.320, -21.479], [-4.087, 6.767, -20.002], [-3.329, 8.323, -21.660], [-0.991, 8.142, -22.596], [0.526, 6.483, -21.564], [-0.189, 4.916, -19.942], [-7.691, -3.106, -15.959], [-6.947, -2.950, -17.104], [-5.990, -1.976, -16.857], [-6.090, -1.603, -15.495], [-7.140, -2.259, -15.031], [-8.283, -3.921, -15.757], [-7.198, -3.451, -18.018], [-5.252, -1.573, -17.498], [-7.620, -2.221, -14.101]], "forces_ev_per_a": [[-1.97, 0.92, 1.30], [-1.26, 0.03, 0.45], [-1.22, 0.38, -0.19], [-0.08, 0.27, 1.07], [0.40, -0.34, -0.88], [1.15, 0.37, -1.26], [0.93, -0.39, -0.15], [-1.66, 1.83, -1.19], [0.29, -3.28, 1.88], [1.26, 1.20, 0.17], [0.02, 0.43, -0.90], [1.33, 0.14, 0.18], [1.53, -0.75, 0.32], [-0.75, -0.30, -0.06], [-0.13, -0.08, -0.32], [-1.10, 0.61, -0.60], [0.15, 0.21, 0.95], [-0.54, -0.23, 0.09], [0.92, 0.28, -0.27], [0.71, -0.95, 0.19], [-0.07, -1.20, -1.58], [0.62, 0.23, 0.75], [0.48, 0.98, -0.46], [-1.93, 1.48, -0.23], [-1.35, -0.70, 0.67], [0.86, -0.19, 0.18], [-1.33, -0.39, -1.11], [-0.74, 0.46, 0.54], [-0.14, -0.48, -0.62], [-0.31, 0.38, -0.22], [0.45, 0.21, 0.40], [1.47, -0.31, -0.03], [1.29, 1.85, -1.10], [-1.02, -1.00, 1.33], [1.27, 0.54, -0.88], [0.74, 0.67, 1.33], [-0.51, 0.76, -1.12], [-0.06, -1.11, 0.91], [-0.16, -0.90, 1.43], [-0.04, 1.08, -1.81], [-0.30, 0.63, 0.96], [-0.05, 0.12, -0.95], [-0.27, -0.61, 0.37], [0.61, -0.07, -0.16], [0.03, 0.18, 0.54], [1.21, -0.63, 0.35], [1.16, -0.03, -0.78], [0.14, -0.25, 0.03], [0.33, 0.05, 0.16], [0.24, 0.36, 0.74], [-0.07, -0.34, -0.35], [-0.54, 0.02, -0.09], [0.06, 0.17, 0.75], [-0.42, -0.05, -1.04], [-1.17, -0.80, 0.66], [-0.62, -0.78, -0.50], [0.01, -0.10, 0.06], [-0.09, -0.16, 0.16], [-0.26, -0.20, 0.44], [0.16, -0.42, -0.12], [-0.21, -0.03, 0.53], [0.95, 0.20, -0.43], [-0.35, 0.15, 0.00], [1.09, 0.30, 0.11], [0.98, 1.16, -0.39], [-1.57, -1.55, 1.34], [-1.43, -0.39, -1.54], [0.10, -1.16, -0.87], [0.32, 1.07, 0.02], [0.08, -0.14, -0.10], [0.53, 0.30, -0.39], [-0.11, 0.30, 1.34]], "lowdin_charge": [0.886, -0.015, -0.139, -0.525, 0.010, 0.007, -0.130, -0.756, -0.020, -0.109, 0.032, 0.133, 0.141, 0.114, 0.114, 0.117, 0.019, -0.581, 0.033, 0.039, 0.022, -0.587, -0.152, -0.132, -0.229, 1.036, -0.289, -0.119, -0.086, -0.083, -0.083, -0.132, -0.278, -0.111, -0.053, -0.080, -0.103, -0.082, -0.287, -0.122, -0.083, -0.106, -0.103, -0.102, 0.109, 0.094, 0.033, 0.057, 0.100, 0.098, 0.104, 0.111, 0.088, 0.098, 0.083, 0.087, 0.100, 0.095, 0.096, 0.103, 0.105, 0.087, 0.101, 0.079, -0.110, -0.085, 0.019, -0.111, 0.171, 0.096, 0.087, 0.075], "homo_ev": [-4.65, -4.48], "orbital_gap_ev": [6.83, 5.79], "total_charge": -1, "relative_energy_kcal_mol": 11.5, "spin_multiplicity": 5, "lumo_ev": [2.18, 1.31]}


{"formula": "C2H4OSi", "method": "ωB97M-V/def2-TZVPD", "elements": ["C", "C", "O", "Si", "H", "H", "H", "H"], "positions_angstrom": [[2.245, -0.283, 0.226], [1.288, 0.293, -0.219], [-0.144, 0.799, -0.516], [-1.448, 0.075, 0.041], [3.075, -0.787, 0.540], [-2.243, 1.179, -0.241], [-0.971, -0.559, 1.302], [-1.802, -0.717, -1.133]], "forces_ev_per_a": [[-2.10, 1.34, -1.06], [-5.60, 1.05, -0.42], [9.24, 0.24, -0.07], [0.03, -2.10, -0.14], [1.68, -0.82, 0.56], [-1.84, 1.49, 0.85], [-0.95, 0.01, 0.00], [-0.44, -1.22, 0.29]], "lowdin_charge": [0.091, -0.110, -0.371, 0.547, 0.000, -0.068, -0.027, -0.061], "homo_ev": -10.21, "orbital_gap_ev": 10.74, "total_charge": 0, "relative_energy_kcal_mol": 50.0, "lumo_ev": 0.53, "smiles": "C#CO[SiH3]"}


{"formula": "C22H29N3O3", "method": "ωB97M-V/def2-TZVPD", "elements": ["C", "C", "H", "O", "C", "C", "C", "C", "C", "C", "H", "H", "N", "C", "C", "C", "O", "C", "O", "N", "C", "H", "C", "N", "C", "C", "H", "H", "H", "H", "C", "C", "C", "C", "C", "C", "H", "H", "H", "H", "H", "H", "H", "H", "H", "H", "H", "H", "H", "H", "H", "H", "H", "H", "H", "H", "H"], "positions_angstrom": [[7.489, -2.834, -0.392], [5.991, -2.576, -0.380], [5.788, -1.511, -0.209], [5.430, -3.349, 0.666], [4.090, -3.296, 0.866], [3.201, -2.529, 0.137], [1.835, -2.550, 0.428], [1.360, -3.359, 1.467], [2.262, -4.133, 2.204], [3.601, -4.101, 1.909], [4.308, -4.694, 2.468], [1.896, -4.758, 3.006], [0.014, -3.383, 1.744], [-0.859, -2.644, 1.028], [-0.475, -1.800, 0.037], [0.922, -1.715, -0.375], [1.325, -1.026, -1.304], [-1.551, -1.132, -0.762], [-2.510, -1.780, -1.155], [-1.395, 0.176, -1.038], [-0.473, 1.082, -0.403], [0.138, 0.552, 0.327], [-1.252, 2.199, 0.301], [-2.090, 2.884, -0.659], [-3.062, 1.951, -1.196], [-2.314, 0.842, -1.933], [-3.008, 0.093, -2.318], [-1.741, 1.279, -2.758], [-3.716, 2.468, -1.897], [-3.681, 1.494, -0.403], [-2.604, 4.172, -0.215], [-2.987, 5.043, -1.415], [-3.340, 6.452, -0.948], [-4.494, 6.409, 0.049], [-4.141, 5.520, 1.238], [-3.782, 4.113, 0.770], [-3.518, 3.493, 1.629], [-4.647, 3.664, 0.279], [-4.984, 5.476, 1.932], [-3.291, 5.952, 1.773], [-4.726, 7.418, 0.396], [-5.384, 6.012, -0.446], [-3.614, 7.068, -1.807], [-2.468, 6.908, -0.474], [-2.152, 5.069, -2.116], [-3.848, 4.615, -1.930], [-1.764, 4.665, 0.291], [-0.542, 2.910, 0.729], [-1.839, 1.753, 1.126], [0.182, 1.516, -1.165], [-1.904, -2.746, 1.283], [-0.316, -3.994, 2.476], [3.510, -1.891, -0.676], [5.545, -2.868, -1.341], [7.923, -2.549, 0.562], [7.682, -3.891, -0.559], [7.956, -2.257, -1.185]], "forces_ev_per_a": [[-0.45, -0.01, 0.11], [0.24, 0.17, -0.25], [-0.06, -0.12, -0.04], [0.05, -0.15, 0.17], [-0.34, 0.14, -0.08], [0.36, -0.10, 0.04], [-0.01, -0.28, 0.33], [0.52, 0.28, -0.40], [0.10, 0.00, -0.02], [-0.05, 0.06, -0.07], [0.06, -0.08, 0.09], [-0.01, -0.08, 0.10], [-0.41, -0.13, 0.17], [0.03, 0.13, -0.03], [0.09, -0.02, -0.11], [-0.15, -0.07, 0.14], [0.02, -0.03, 0.01], [0.10, -0.16, 0.11], [-0.22, -0.21, 0.00], [-0.11, 0.21, -0.09], [0.20, 0.25, 0.38], [-0.03, 0.05, -0.09], [0.20, -0.16, -0.09], [0.13, -0.02, 0.05], [0.14, -0.11, -0.22], [-0.49, -0.06, -0.12], [0.10, 0.12, 0.01], [-0.05, 0.01, 0.01], [-0.06, -0.03, 0.00], [-0.02, 0.03, -0.07], [-0.29, 0.02, -0.19], [0.29, 0.16, 0.26], [-0.31, -0.11, -0.15], [0.25, 0.17, 0.16], [-0.28, -0.10, -0.12], [0.38, 0.11, 0.11], [-0.06, -0.09, 0.00], [-0.06, -0.08, -0.02], [0.06, 0.04, 0.07], [0.02, 0.03, 0.08], [-0.09, 0.01, -0.03], [-0.09, 0.01, -0.03], [0.07, 0.06, 0.01], [0.06, 0.07, -0.01], [0.00, -0.07, -0.05], [-0.06, -0.06, -0.07], [-0.04, 0.00, -0.01], [-0.01, -0.01, 0.01], [0.06, 0.03, 0.00], [0.02, -0.02, 0.10], [-0.04, -0.06, -0.01], [-0.02, 0.15, -0.16], [0.05, 0.05, -0.07], [-0.02, 0.07, 0.12], [0.08, 0.04, 0.07], [0.06, -0.09, -0.04], [0.07, 0.05, -0.08]], "lowdin_charge": [-0.065, -0.257, 0.128, -0.049, -0.259, 0.060, -0.059, -0.188, -0.008, 0.013, 0.121, 0.113, 0.090, -0.004, -0.052, -0.337, 0.062, -0.420, 0.055, -0.039, -0.127, 0.119, -0.162, -0.138, -0.159, -0.107, 0.122, 0.135, 0.118, 0.131, -0.331, -0.155, -0.203, -0.211, -0.203, -0.154, 0.112, 0.116, 0.108, 0.114, 0.106, 0.113, 0.108, 0.113, 0.118, 0.109, 0.146, 0.124, 0.126, 0.133, 0.144, 0.158, 0.115, 0.129, 0.077, 0.077, 0.076], "homo_ev": -8.09, "orbital_gap_ev": 8.54, "total_charge": 0, "relative_energy_kcal_mol": 14.1, "lumo_ev": 0.45, "smiles": "CCOc1ccc2[nH]cc(C(=O)N3CCN(C4CCCCC4)CC3)c(=O)c2c1"}


{"formula": "C17H18O6P2", "method": "ωB97M-V/def2-TZVPD", "elements": ["O", "O", "O", "O", "O", "O", "C", "C", "C", "C", "C", "C", "C", "C", "C", "C", "C", "C", "P", "P", "C", "C", "C", "C", "C", "H", "H", "H", "H", "H", "H", "H", "H", "H", "H", "H", "H", "H", "H", "H", "H", "H", "H"], "positions_angstrom": [[4.280, 1.529, -1.190], [-3.561, -2.475, 0.554], [2.295, -0.592, -1.357], [1.483, 1.938, -0.846], [-1.374, -0.669, 1.011], [-1.888, -1.640, -1.605], [7.100, 0.996, 1.890], [-7.292, -0.682, 0.550], [5.763, 0.800, 2.179], [7.506, 1.436, 0.605], [-7.191, -2.072, 0.337], [-6.184, 0.119, 0.808], [4.780, 1.046, 1.187], [6.517, 1.613, -0.382], [-5.924, -2.621, 0.357], [-4.907, -0.451, 0.874], [5.158, 1.373, -0.138], [-4.774, -1.832, 0.592], [2.744, 0.958, -1.107], [-2.284, -1.627, -0.020], [1.095, -0.933, -0.643], [0.392, 1.385, -1.569], [-0.841, 0.430, 0.324], [-1.085, -0.509, -1.974], [-0.082, 0.047, -0.959], [7.853, 0.879, 2.634], [-8.288, -0.220, 0.521], [5.438, 0.548, 3.174], [8.576, 1.595, 0.456], [-8.051, -2.685, 0.116], [-6.313, 1.190, 0.899], [3.742, 0.830, 1.436], [6.743, 1.908, -1.390], [-5.740, -3.704, 0.234], [-4.035, 0.139, 1.169], [1.299, -1.010, 0.415], [0.814, -1.954, -0.963], [0.685, 1.235, -2.606], [-0.383, 2.150, -1.575], [-0.126, 0.879, 1.034], [-1.658, 1.182, 0.101], [-0.516, -0.809, -2.857], [-1.765, 0.280, -2.276]], "forces_ev_per_a": [[1.95, 1.10, 0.81], [-1.79, -0.10, 0.95], [-0.94, -0.75, 0.20], [-0.85, 0.44, 0.58], [-0.73, 0.29, 0.21], [0.20, 1.21, -0.79], [0.04, 0.58, -1.24], [-0.85, 0.00, -0.12], [-0.58, 0.75, -1.24], [-1.29, -0.44, 0.57], [0.82, 1.07, 0.13], [0.02, -0.68, -0.28], [0.43, -0.77, -0.12], [0.39, -0.34, 0.34], [1.02, -0.56, -0.01], [0.08, -0.75, -0.19], [1.42, 0.20, 1.66], [-2.04, 0.37, 0.45], [1.25, -0.28, -1.33], [2.08, -3.30, 0.90], [-1.32, -1.02, -0.75], [-0.97, -0.27, -0.31], [0.86, 1.87, 0.45], [0.87, 0.15, -1.52], [-0.77, 0.44, 0.51], [0.36, -0.19, 0.54], [0.52, -0.17, -0.03], [-0.02, -0.18, 0.14], [-0.47, 0.08, -0.36], [-0.12, 0.03, 0.14], [0.04, -0.05, 0.24], [0.21, 0.32, -0.02], [0.37, 0.13, -0.23], [-0.26, 0.73, -0.09], [-0.35, -0.16, -0.16], [0.02, 0.26, 0.37], [0.10, 0.52, 0.15], [0.08, -0.08, -0.22], [-0.21, -0.23, 0.12], [-0.33, 0.19, -0.43], [0.92, -0.63, 0.12], [-0.12, -0.04, -0.04], [-0.05, 0.26, -0.10]], "lowdin_charge": [-0.202, -0.210, -0.236, -0.219, -0.258, -0.229, -0.106, -0.103, -0.085, -0.062, -0.079, -0.090, -0.041, -0.024, -0.027, -0.044, -0.333, -0.340, 0.940, 0.983, -0.167, -0.230, -0.249, -0.209, -0.410, 0.087, 0.103, 0.098, 0.102, 0.101, 0.102, 0.081, 0.105, 0.124, 0.093, 0.114, 0.133, 0.108, 0.137, 0.135, 0.141, 0.139, 0.125], "homo_ev": -6.60, "orbital_gap_ev": 5.89, "total_charge": 0, "lumo_ev": -0.71}